{
  "formula": "C3H11O3S",
  "method": "the ωB97M-V functional and the def2-TZVPD basis",
  "species": ["C", "O", "C", "C", "S", "H", "H", "H", "H", "H", "H", "H", "H", "H", "O", "H", "H", "O"],
  "coordinates": [[-0.8016, -0.1862, 0.8018], [-0.5705, 1.1249, 0.5115], [0.1575, -1.2856, 0.2251], [1.1251, -0.7152, -0.8446], [1.3038, -1.7807, -2.3197], [-1.7209, -0.3502, 0.1116], [-1.0363, -0.2053, 1.9362], [0.6683, -1.6893, 1.1297], [-0.4520, -2.0304, -0.3995], [2.1691, -0.4533, -0.4078], [0.8502, 0.2773, -1.1857], [1.7921, -0.8875, -3.1318], [-3.2228, 1.6332, 1.1596], [-1.9118, 1.9782, 0.5043], [-2.7074, 2.3768, 0.8687], [0.0348, 2.1629, 2.9859], [0.1509, 1.3953, 1.6198], [0.6444, 1.4710, 2.5821]],
  "mulliken_charge": [-0.475, -0.880, -0.485, -0.402, -0.297, 0.220, 0.239, 0.217, 0.322, 0.307, 0.283, 0.088, 0.262, 0.439, -0.713, 0.251, 0.438, -0.816],
  "homo_lumo_gap_ev": 7.2,
  "e_tot_ha": -744.79458,
  "charge": -1,
  "spin_multiplicity": 1,
  "relative_energy_kj_mol": 126.2
}